{"formula": "C2H7NNaO9PS2", "method": "ωB97M-V/def2-TZVPD", "symbols": ["O", "P", "O", "O", "C", "S", "O", "O", "N", "S", "O", "O", "C", "O", "O", "H", "H", "H", "H", "H", "H", "H", "Na"], "coordinates": [[-2.23742, -2.06337, 1.42984], [-3.27997, -1.24144, 0.57209], [-4.52769, -2.38233, 0.02586], [-4.06811, 0.06239, 1.46133], [-2.45570, -0.52851, -0.99555], [-0.83357, 0.38273, -0.68267], [-1.00252, 1.78525, -1.38780], [-0.54843, 0.69288, 0.80530], [0.41548, -0.50695, -1.51398], [1.79929, -0.83217, -0.50176], [1.48563, -1.56271, 0.82816], [2.71128, -1.82403, -1.32403], [2.86034, 0.72870, -0.28114], [3.32983, 0.93413, 1.09769], [4.21382, 1.91388, 1.03636], [-4.63308, -3.07997, 0.76528], [-3.96916, 0.91634, 0.94386], [-2.20383, -1.46180, -1.69551], [-3.20514, 0.13675, -1.64310], [2.30542, 1.67660, -0.74556], [3.84219, 0.60305, -0.94842], [4.19358, 2.45666, 1.88275], [5.80777, 3.19391, 0.87100]], "forces_ev_per_angstrom": [[-4.0, 3.1, -2.9], [1.8, -3.0, 3.3], [1.8, 1.6, 2.1], [1.5, -1.5, -3.1], [-1.4, -1.1, -1.9], [2.4, 5.9, 1.4], [0.0, -5.0, 1.4], [-1.2, -2.0, -4.2], [0.3, 1.0, 3.0], [-0.1, -7.5, 0.5], [0.9, 3.8, -3.7], [-2.7, 4.5, 1.9], [1.1, 1.8, -2.1], [-3.8, -3.5, -0.5], [3.5, 4.3, 0.6], [0.6, 1.7, -1.5], [-0.1, -1.4, 0.8], [-0.4, 1.9, 1.7], [1.9, -1.1, 1.6], [0.8, -2.0, 1.5], [-2.2, -0.2, 1.4], [-1.6, -1.7, -0.7], [0.8, 0.3, -0.6]], "homo_energy_ev": -8.5, "energy_ev": -57471.969, "molar_mass_g_mol": 307.17}

---

{"formula": "C2H4NO", "method": "ωB97M-V/def2-TZVPD", "symbols": ["C", "C", "N", "O", "H", "H", "H", "H"], "coordinates": [[-0.62427, -0.33056, 0.19643], [0.89921, -0.00801, 0.10045], [-0.09879, 0.81523, -0.36838], [-0.31233, 1.83637, -0.87222], [-1.38143, -1.58296, -0.43443], [-1.17208, -0.14064, 1.20938], [1.48991, 0.05745, 0.95924], [1.19978, -0.64688, -0.79049]], "forces_ev_per_angstrom": [[-3.5, -3.9, 1.5], [-0.5, -3.9, -2.2], [-0.9, 1.3, -0.7], [-0.2, 0.8, -0.3], [2.4, 4.0, 1.4], [1.0, -0.1, -1.9], [1.1, 0.8, 1.0], [0.6, 1.0, 1.2]], "charge": 1, "homo_energy_ev": -17.7, "energy_ev": -5661.647, "molar_mass_g_mol": 58.06}

---

{"formula": "C31H81AlF6O16", "method": "ωB97M-V/def2-TZVPD", "symbols": ["Al", "C", "O", "O", "C", "F", "F", "F", "C", "C", "H", "H", "H", "H", "H", "H", "C", "O", "O", "C", "F", "F", "F", "C", "C", "H", "H", "H", "H", "H", "H", "C", "O", "H", "H", "H", "C", "C", "O", "H", "H", "H", "H", "H", "H", "C", "C", "O", "H", "H", "H", "H", "H", "H", "C", "C", "O", "H", "H", "H", "H", "H", "H", "C", "C", "O", "H", "H", "H", "H", "H", "H", "C", "C", "O", "H", "H", "H", "H", "H", "H", "C", "C", "O", "H", "H", "H", "H", "H", "H", "C", "C", "O", "H", "H", "H", "H", "H", "H", "C", "C", "O", "H", "H", "H", "H", "H", "H", "C", "C", "O", "H", "H", "H", "H", "H", "H", "C", "C", "O", "H", "H", "H", "H", "H", "H", "C", "C", "O", "H", "H", "H", "H", "H", "H"], "coordinates": [[-0.50673, 0.24152, 0.03566], [0.23620, 0.09592, -4.26627], [-0.71063, -0.94628, -4.60595], [0.21969, 0.19025, -2.87037], [1.68329, -0.05928, -5.06354], [1.48175, -0.23646, -6.34995], [2.42665, 0.96446, -4.84454], [2.29823, -1.12048, -4.53260], [-2.11129, -0.64016, -4.76707], [-2.79112, -1.76061, -5.55467], [-2.24226, -2.69236, -5.41794], [-3.85232, -2.00192, -5.49362], [-2.67308, -1.56891, -6.62117], [-2.40357, 0.31112, -5.21175], [-2.54773, -0.56517, -3.77108], [-0.16514, 1.00075, -4.72270], [2.65602, 0.61720, 3.00342], [3.57362, -0.29987, 2.23757], [1.73330, 0.83925, 2.02141], [2.27791, 0.13045, 4.47074], [3.36817, 0.25701, 5.17221], [1.39849, 0.99390, 4.98593], [1.77202, -1.14710, 4.43360], [4.85461, -0.66249, 2.83790], [5.73922, -1.47263, 1.79874], [6.64898, -1.81425, 2.29245], [5.22104, -2.36519, 1.44816], [5.88672, -0.78439, 0.96647], [4.71533, -1.26677, 3.73431], [5.33277, 0.26987, 3.13820], [3.24235, 1.53172, 3.09274], [-4.17812, -1.44330, 1.04513], [-3.48082, -0.24692, 0.79314], [-4.31066, -2.06664, 0.16084], [-3.64688, -2.01182, 1.80846], [-5.17878, -1.32050, 1.45950], [0.85064, 5.13010, -1.54079], [1.11022, 3.63075, -1.54414], [0.65457, 3.00423, -0.41636], [1.36446, 5.61363, -0.70995], [-0.19367, 5.44140, -1.56521], [1.27223, 5.55036, -2.45389], [2.19363, 3.56097, -1.64140], [0.73962, 3.04513, -2.38544], [0.76445, 3.50274, 0.39666], [-2.07807, 5.01406, 1.61334], [-1.98152, 3.62634, 2.20966], [-2.20064, 2.60717, 1.21124], [-1.73297, 5.83422, 2.24289], [-3.04598, 5.15898, 1.13352], [-1.50091, 5.09401, 0.69214], [-2.70615, 3.52627, 3.01774], [-0.96593, 3.44037, 2.55908], [-3.14387, 2.71435, 1.06830], [2.10960, -5.27608, 3.10129], [3.00964, -4.36026, 2.35129], [2.18441, -3.63200, 1.41074], [1.45148, -5.92146, 2.51952], [1.43973, -4.66211, 3.70329], [2.71013, -6.00099, 3.65082], [3.92016, -4.80244, 1.94692], [3.44541, -3.56030, 2.94985], [2.59779, -3.60001, 0.54490], [1.97275, 6.24379, 2.45097], [2.44315, 4.81213, 2.73063], [2.02124, 3.95844, 1.68176], [2.38037, 6.75862, 1.58098], [2.19800, 6.90422, 3.28834], [0.89485, 6.28810, 2.29516], [2.07040, 4.43002, 3.68096], [3.51984, 4.80320, 2.90027], [2.12399, 3.06870, 2.02731], [-7.14389, 1.82190, -2.17543], [-6.56073, 0.73635, -1.22960], [-5.44372, 1.36261, -0.59224], [-6.87806, 2.83729, -1.88147], [-8.22508, 1.79655, -2.31140], [-6.61227, 1.67927, -3.11625], [-6.15621, -0.18759, -1.64288], [-7.29238, 0.57517, -0.43789], [-4.98662, 0.63544, -0.16342], [3.60985, -4.98148, -2.46406], [4.06015, -3.62597, -1.97910], [3.07887, -3.12529, -1.11521], [4.47663, -5.52044, -2.84658], [2.99250, -4.99076, -3.36234], [3.09381, -5.53541, -1.67986], [4.20157, -2.98791, -2.85144], [5.02006, -3.63622, -1.46279], [3.07672, -2.16557, -1.09225], [-3.41027, 3.67705, -1.89800], [-2.69633, 2.51880, -2.61973], [-2.70666, 1.47840, -1.73463], [-4.44441, 3.54031, -1.58184], [-3.33702, 4.55213, -2.54373], [-2.98460, 3.94075, -0.92982], [-1.62797, 2.66335, -2.78038], [-3.21720, 2.15305, -3.50461], [-3.59250, 1.20133, -1.48942], [-1.44273, -4.49807, 1.71340], [-0.87560, -3.23379, 2.26829], [-0.22443, -2.37059, 1.44656], [-2.11437, -4.26608, 0.88685], [-1.98955, -4.97343, 2.52773], [-0.66709, -5.09821, 1.23768], [-0.16634, -3.38708, 3.08164], [-1.71312, -2.74690, 2.76789], [0.67509, -2.68189, 1.32181], [-3.00554, 0.42864, 4.69620], [-1.60188, 0.42805, 4.15489], [-1.66082, -0.22829, 2.93232], [-3.32980, -0.58244, 4.94253], [-3.63469, 0.83491, 3.90423], [-3.08676, 0.95820, 5.64545], [-1.01359, -0.14746, 4.86959], [-1.16935, 1.42611, 4.08484], [-2.57756, -0.37756, 2.68961], [3.61276, 1.31383, -1.63400], [3.70788, -0.10256, -1.20257], [2.52580, -0.48721, -0.55981], [4.54224, 1.58688, -2.13361], [3.49031, 2.05886, -0.84785], [2.85302, 1.43993, -2.40536], [4.54107, -0.09566, -0.49983], [3.85699, -0.73013, -2.08122], [2.86405, -0.43252, 0.33696], [-0.09333, -4.41464, -1.77164], [-1.44604, -3.75032, -2.10313], [-1.10661, -2.37172, -1.91067], [-0.25429, -5.48540, -1.89680], [0.42456, -4.12579, -0.85706], [0.61353, -4.13355, -2.55231], [-2.22783, -4.00239, -1.38664], [-1.86863, -4.01291, -3.07296], [-0.59125, -2.04784, -2.65304]], "forces_ev_per_angstrom": [[-0.6, -0.1, 0.2], [-2.5, 0.6, 1.7], [0.7, -0.2, -1.5], [2.1, -0.3, -1.4], [-3.5, -2.1, 2.9], [0.1, 0.0, -0.7], [1.2, 2.0, 0.0], [0.6, -0.7, -0.3], [-0.8, -0.3, 1.2], [1.0, -0.5, -1.2], [0.0, -0.1, 0.3], [0.0, 0.6, 0.9], [0.2, 0.1, -0.2], [0.9, 0.3, -0.4], [0.1, -0.2, 0.3], [0.0, 0.6, -0.2], [-0.4, -1.2, -3.7], [0.9, -0.7, 1.7], [-0.8, 0.8, 1.4], [-0.9, 0.1, -3.8], [1.1, -0.9, 1.5], [-0.5, -0.5, 0.2], [0.7, 1.5, 0.9], [-0.3, -0.6, -1.0], [-1.5, 1.2, 1.1], [0.2, 0.4, -0.2], [-0.2, 0.1, 0.0], [0.5, -0.3, -0.1], [-0.2, -0.1, 0.0], [0.4, 0.0, 0.0], [0.3, 0.4, 0.8], [1.5, 0.2, -0.2], [-0.3, -0.2, -0.2], [0.1, -0.1, -0.3], [0.1, -0.5, 0.1], [-0.4, 0.7, 0.1], [-0.3, 0.2, -0.8], [1.0, 1.0, -0.8], [-1.5, -2.0, 1.1], [-0.1, -0.1, 0.1], [-0.2, -0.3, 0.3], [0.2, 0.0, -0.1], [0.3, -0.2, 0.2], [-0.4, 0.4, -0.2], [0.5, 0.4, 0.2], [0.2, 0.0, -1.4], [0.9, -0.1, -0.4], [-0.2, 0.7, 0.7], [-0.5, -0.1, 0.3], [-0.6, 0.4, 0.8], [0.8, -0.3, 0.1], [0.1, -0.2, 0.2], [-0.1, 0.1, 0.3], [-0.3, -0.8, -0.7], [0.0, -0.7, 0.6], [-0.2, 1.6, -0.7], [0.3, -0.6, 0.3], [0.2, 0.3, -0.7], [0.2, -0.3, 0.5], [-0.1, 0.3, 0.7], [-0.4, -0.5, -0.8], [-0.2, -0.2, 0.8], [0.3, 0.1, -0.7], [-0.3, 0.1, 0.3], [-0.1, 1.0, 0.1], [0.4, 0.3, 0.3], [0.5, -0.5, -0.2], [0.0, -0.1, 0.2], [-0.1, -0.2, 0.2], [-0.5, 0.2, 0.1], [0.4, -0.1, -0.6], [-0.2, -0.9, -0.4], [0.8, -1.0, -0.6], [-0.4, 2.0, 0.8], [0.2, 0.0, -0.2], [0.0, -0.2, 0.6], [0.1, -0.3, -0.1], [-0.4, 0.2, -0.4], [-0.8, -0.1, -0.6], [-0.2, -0.7, -0.1], [0.9, -0.1, 0.7], [0.6, -0.6, -0.6], [0.0, 0.0, -0.6], [-0.4, -0.2, 0.3], [0.2, -0.3, 0.5], [-0.5, 0.6, 0.3], [0.2, -0.1, 0.0], [-0.1, 0.3, -0.1], [0.2, -0.4, 0.1], [-0.4, 0.3, 0.2], [0.4, 1.1, -0.7], [-1.0, 0.7, 1.1], [1.1, -3.0, 1.8], [-0.2, -0.6, -0.8], [-0.3, 0.4, 0.1], [0.9, -0.2, -0.3], [-0.1, 0.6, -0.5], [0.1, 0.7, -0.6], [-0.4, 0.2, 0.1], [0.4, 0.0, -1.0], [-0.6, -0.2, 2.4], [-0.1, 2.1, -2.4], [-0.4, 0.1, 0.1], [0.1, -0.5, -0.2], [0.0, -0.5, 0.4], [-0.1, -0.7, 0.4], [0.0, 0.6, -0.2], [0.7, -0.3, 0.0], [-0.2, 0.3, 0.6], [-0.5, -0.4, 1.2], [1.2, -0.3, -1.1], [0.0, -0.2, -0.3], [-0.5, 0.2, 0.3], [-0.2, 0.4, -0.2], [0.5, 0.0, -0.2], [0.0, 0.1, -0.2], [-0.1, 0.3, -0.5], [0.4, 1.2, -1.4], [0.3, 1.3, -0.7], [-0.3, -0.7, 0.6], [0.3, 0.0, -0.1], [-0.3, -0.4, 0.3], [-0.3, 0.0, 0.3], [0.2, -0.9, -0.1], [0.4, -0.1, 0.0], [-1.1, -0.1, 1.5], [-0.7, -1.1, -1.5], [2.0, 0.7, 1.7], [-1.5, 0.7, 0.0], [0.5, -0.4, 0.5], [-0.8, -0.1, 0.3], [0.0, 0.1, -0.2], [0.1, 0.1, 0.2], [0.4, 0.2, -0.4], [0.1, 0.3, -0.4]], "homo_energy_ev": -8.3, "energy_ev": -89109.916, "molar_mass_g_mol": 850.94}